The following is a quantum chemistry calculation of a cluster of 2 separate species, C6H6O in total, from the Open Molecules 2025 dataset.

The LUMO energy (alpha / beta) is -0.0008 / -0.0028 hartree. The highest occupied orbital energy (alpha / beta) comes out at -7.479 / -7.470 eV. As for the energy relative to the best compared isomer or geometry (same formula, charge and spin): 160.0 kcal/mol. For the gap between HOMO and LUMO (alpha / beta), the calculation gives 7.456 / 7.394 eV.

Element x y z (Å)
O (2.675, -0.242, 0.903)
C (1.473, 0.217, 0.611)
C (-0.720, 0.171, -0.845)
C (-1.404, -1.069, -0.643)
C (-1.978, -2.121, -0.487)
C (-0.802, 1.191, 0.077)
C (-0.418, 1.910, 1.010)
H (2.621, -0.960, 1.551)
H (0.615, -0.224, 1.086)
H (1.477, 1.023, -0.095)
H (-0.458, 0.421, -1.872)
H (-2.486, -3.052, -0.357)
H (-0.599, 2.742, 1.668)

Charges obtained by natural (NBO) population analysis, quoted in units of e: -0.630 0.115 -0.457 -0.033 -0.260 -0.014 -0.345 0.493 0.206 0.210 0.244 0.234 0.236

***

The following is a quantum chemistry calculation of an isolated molecule of C4H8O2, from the Open Molecules 2025 dataset.

The LUMO energy (alpha / beta) is 0.0102 / 0.0102 hartree. The highest occupied orbital energy (alpha / beta) comes out at -8.914 / -8.911 eV. As for the energy relative to the best compared isomer or geometry (same formula, charge and spin): 96.3 kcal/mol. For the gap between HOMO and LUMO (alpha / beta), the calculation gives 9.191 / 9.189 eV.

Element x y z (Å)
C (1.889, -0.051, -0.275)
O (1.176, 1.084, -0.808)
C (-0.140, 0.989, -0.753)
C (-0.850, 0.387, 0.398)
O (-1.624, 1.486, 0.384)
C (-1.329, -1.053, 0.374)
H (1.514, -0.978, -0.727)
H (2.937, 0.084, -0.540)
H (1.776, -0.106, 0.810)
H (-0.101, 0.459, 1.220)
H (-0.642, 1.605, -1.485)
H (-1.907, -1.258, 1.278)
H (-0.436, -1.694, 0.398)
H (-1.921, -1.308, -0.507)

Charges obtained by natural (NBO) population analysis, quoted in units of e: -0.268 -0.457 0.385 0.025 -0.640 -0.635 0.192 0.211 0.196 0.144 0.215 0.222 0.198 0.213

***

The following is a quantum chemistry calculation of an isolated molecule of C23H29N3O3S2, from the Open Molecules 2025 dataset.

The LUMO energy is 0.0205 hartree. The highest occupied orbital energy comes out at -7.855 eV. As for the energy relative to the best compared isomer or geometry (same formula, charge and spin): 0.0 kcal/mol. For the gap between HOMO and LUMO, the calculation gives 8.414 eV.

Element x y z (Å)
C (4.284, 4.029, -0.154)
C (4.032, 2.590, 0.183)
C (2.725, 2.131, 0.335)
C (2.540, 0.786, 0.656)
N (1.325, 0.193, 0.834)
C (1.409, -1.061, 1.058)
N (0.363, -1.911, 1.308)
C (-0.836, -1.563, 1.881)
O (-1.708, -2.392, 2.044)
C (-1.002, -0.150, 2.417)
C (-2.424, 0.297, 2.145)
H (-2.664, 1.252, 2.600)
H (-3.142, -0.470, 2.424)
S (-2.546, 0.528, 0.338)
O (-1.935, 1.787, 0.001)
O (-2.039, -0.647, -0.322)
C (-4.314, 0.628, 0.038)
C (-5.045, -0.544, 0.039)
C (-6.416, -0.483, -0.151)
C (-7.032, 0.745, -0.337)
C (-6.287, 1.914, -0.337)
C (-4.916, 1.857, -0.146)
H (-4.299, 2.742, -0.149)
H (-6.772, 2.867, -0.487)
H (-8.101, 0.791, -0.486)
H (-7.002, -1.389, -0.156)
H (-4.530, -1.482, 0.175)
H (-0.308, 0.536, 1.934)
H (-0.807, -0.179, 3.493)
C (0.463, -3.277, 0.805)
C (-0.005, -3.375, -0.650)
C (1.095, -3.069, -1.668)
N (1.609, -1.713, -1.585)
C (2.895, -1.602, -2.244)
H (3.264, -0.583, -2.133)
H (2.843, -1.839, -3.318)
H (3.608, -2.279, -1.773)
C (0.681, -0.734, -2.115)
H (-0.255, -0.767, -1.565)
H (1.108, 0.260, -1.991)
H (0.475, -0.899, -3.185)
H (1.932, -3.751, -1.482)
H (0.708, -3.285, -2.681)
H (-0.853, -2.702, -0.781)
H (-0.351, -4.394, -0.834)
H (1.495, -3.617, 0.908)
H (-0.184, -3.888, 1.438)
S (3.078, -1.688, 1.160)
C (3.640, -0.083, 0.800)
C (4.932, 0.378, 0.641)
C (5.107, 1.715, 0.338)
H (6.111, 2.094, 0.213)
H (5.775, -0.286, 0.750)
C (1.537, 3.023, 0.159)
H (0.619, 2.440, 0.168)
H (1.494, 3.762, 0.959)
H (1.601, 3.561, -0.785)
H (5.350, 4.237, -0.188)
H (3.852, 4.276, -1.124)
H (3.824, 4.681, 0.587)

Charges obtained by natural (NBO) population analysis, quoted in units of e: -0.630 -0.006 -0.032 0.187 -0.533 0.380 -0.501 0.741 -0.620 -0.552 -0.625 0.244 0.255 2.162 -0.950 -0.960 -0.249 -0.218 -0.197 -0.190 -0.210 -0.213 0.244 0.221 0.218 0.220 0.244 0.285 0.248 -0.217 -0.418 -0.214 -0.467 -0.409 0.206 0.164 0.197 -0.435 0.239 0.203 0.160 0.190 0.169 0.236 0.213 0.201 0.243 0.330 -0.241 -0.213 -0.214 0.208 0.217 -0.651 0.259 0.216 0.216 0.214 0.217 0.217

***

The following is a quantum chemistry calculation of a cluster of 6 separate species, C4H20N8O6 in total, from the Open Molecules 2025 dataset.

The expectation value of S² is 0.76. Its multiplicity is 2. The LUMO energy (alpha / beta) is -0.0983 / -0.3369 hartree. The total charge is +1. The highest occupied orbital energy (alpha / beta) comes out at -13.634 / -11.675 eV. As for the energy relative to the best compared isomer or geometry (same formula, charge and spin): 59.4 kcal/mol. For the gap between HOMO and LUMO (alpha / beta), the calculation gives 10.960 / 2.507 eV.

Element x y z (Å)
O (1.336, -0.607, 0.147)
H (0.816, -0.301, -0.595)
H (2.101, -1.023, -0.250)
O (4.070, -2.394, -0.312)
H (4.402, -1.982, -1.109)
H (4.605, -2.025, 0.391)
C (-2.205, 1.032, 0.326)
O (-2.104, 1.410, 1.442)
N (-2.769, 1.558, -0.597)
N (-1.647, -0.097, -0.016)
H (-2.987, 2.526, -0.410)
H (-2.960, 1.135, -1.494)
H (-0.989, -0.438, 0.670)
H (-1.782, -0.563, -0.902)
C (-0.365, -0.144, -3.160)
O (0.227, -0.728, -2.268)
N (-1.081, -0.830, -3.973)
N (-0.483, 1.156, -3.288)
H (-1.636, -0.377, -4.685)
H (-1.032, -1.839, -3.952)
H (0.024, 1.753, -2.651)
H (-1.066, 1.545, -4.016)
C (-0.735, -2.958, 2.222)
O (-0.940, -3.931, 2.977)
N (-1.064, -1.799, 2.531)
N (-0.211, -2.944, 1.070)
H (-1.476, -1.746, 3.452)
H (-0.904, -0.959, 1.993)
H (0.105, -3.796, 0.631)
H (0.114, -2.124, 0.577)
C (1.358, 3.252, 1.937)
O (1.405, 4.405, 2.089)
N (0.527, 2.521, 2.565)
N (2.134, 2.471, 1.228)
H (0.011, 2.923, 3.334)
H (0.547, 1.529, 2.377)
H (2.755, 2.897, 0.555)
H (1.901, 1.490, 1.166)

Charges obtained by natural (NBO) population analysis, quoted in units of e: -1.016 0.507 0.510 -0.947 0.475 0.477 0.726 -0.659 -0.771 -0.784 0.419 0.404 0.359 0.409 0.758 -0.741 -0.801 -0.821 0.392 0.425 0.416 0.402 0.704 -0.450 -0.652 -0.801 0.426 0.384 0.415 0.417 0.699 -0.564 -0.579 -0.782 0.433 0.391 0.416 0.403

***

The following is a quantum chemistry calculation of a structure of composition C2H8F2InNO7S2, from the Open Molecules 2025 dataset.

The LUMO energy is -0.2787 hartree. The highest occupied orbital energy comes out at -9.002 eV. As for the energy relative to the best compared isomer or geometry (same formula, charge and spin): 148.4 kcal/mol. For the gap between HOMO and LUMO, the calculation gives 1.419 eV.

Element x y z (Å)
In (0.055, -1.632, 3.301)
O (2.009, -5.458, 5.215)
H (2.937, -5.686, 5.015)
O (-0.876, -2.564, 7.888)
H (-1.560, -2.074, 8.385)
N (-0.929, 2.657, 0.630)
S (0.148, 3.861, 0.008)
O (0.392, 5.038, 0.829)
O (0.249, 3.876, -1.490)
F (1.422, 2.966, 0.282)
S (-2.132, 3.576, 0.199)
O (-2.351, 3.754, -1.213)
O (-2.483, 4.629, 1.140)
F (-3.259, 2.485, 0.633)
C (1.270, -1.233, -4.051)
C (0.098, -1.766, -3.181)
O (0.635, -2.296, -1.964)
H (0.821, -0.918, -4.993)
H (2.031, -1.970, -4.307)
H (1.690, -0.362, -3.548)
H (-0.313, -2.648, -3.674)
H (-0.657, -1.006, -2.980)
H (0.802, -3.228, -2.124)

Charges obtained by natural (NBO) population analysis, quoted in units of e: 0.995 -0.533 0.422 -0.515 0.424 -0.975 2.281 -0.844 -0.848 -0.509 2.354 -0.850 -0.870 -0.533 -0.632 -0.060 -0.744 0.209 0.204 0.219 0.153 0.189 0.462

***

The following is a quantum chemistry calculation of a structure of composition C28H30BrN3O3S4V, from the Open Molecules 2025 dataset.

The expectation value of S² is 3.76. Its multiplicity is 4. The LUMO energy (alpha / beta) is 0.0014 / -0.0019 hartree. The highest occupied orbital energy (alpha / beta) comes out at -6.833 / -7.655 eV. As for the energy relative to the best compared isomer or geometry (same formula, charge and spin): 0.0 kcal/mol. For the gap between HOMO and LUMO (alpha / beta), the calculation gives 6.869 / 7.604 eV.

Element x y z (Å)
V (0.505, -0.128, 0.665)
C (4.152, 1.154, -0.284)
C (3.922, -0.168, -1.010)
S (2.839, -1.219, -0.004)
C (2.411, -2.510, -1.190)
C (1.661, -2.088, -2.459)
S (0.330, -0.861, -2.249)
C (0.862, 0.303, -3.535)
C (-0.032, 1.537, -3.586)
S (-0.260, 2.453, -2.040)
C (1.188, 3.544, -2.001)
C (2.562, 2.917, -1.772)
S (2.655, 2.161, -0.131)
H (4.938, 1.731, -0.774)
H (4.470, 0.974, 0.745)
H (4.873, -0.682, -1.161)
H (3.474, 0.010, -1.989)
H (1.802, -3.196, -0.604)
H (3.326, -3.030, -1.482)
H (1.229, -2.986, -2.902)
H (2.349, -1.668, -3.193)
H (0.807, -0.195, -4.506)
H (1.900, 0.572, -3.368)
H (-1.040, 1.238, -3.880)
H (0.328, 2.223, -4.355)
H (0.965, 4.248, -1.196)
H (1.212, 4.122, -2.927)
H (3.316, 3.705, -1.843)
H (2.788, 2.180, -2.535)
Br (-1.165, 4.001, 0.967)
C (0.245, 3.540, 2.163)
C (0.779, 4.562, 2.931)
C (1.806, 4.231, 3.800)
C (2.239, 2.919, 3.852)
C (1.630, 1.977, 3.039)
N (0.642, 2.286, 2.191)
C (2.105, 0.526, 3.060)
O (3.187, 0.316, 3.589)
O (1.315, -0.322, 2.522)
H (0.394, 5.566, 2.841)
H (2.260, 4.992, 4.421)
H (3.042, 2.590, 4.495)
N (-6.298, 2.117, 1.214)
C (-5.533, 1.514, 2.168)
O (-5.951, 1.284, 3.283)
C (-4.142, 1.139, 1.753)
C (-3.767, 0.930, 0.431)
C (-2.456, 0.585, 0.157)
N (-1.532, 0.479, 1.113)
C (-1.896, 0.652, 2.383)
C (-3.192, 0.968, 2.748)
H (-7.199, 2.459, 1.501)
H (-5.877, 2.520, 0.396)
H (-4.478, 0.990, -0.381)
H (-2.133, 0.375, -0.855)
H (-1.117, 0.513, 3.121)
H (-3.465, 1.085, 3.787)
C (-0.266, -2.076, 0.388)
C (-0.676, -3.191, 0.102)
C (-1.133, -4.499, -0.263)
C (-1.827, -4.703, -1.462)
C (-2.256, -5.970, -1.824)
C (-2.001, -7.058, -1.000)
C (-1.314, -6.868, 0.190)
C (-0.882, -5.603, 0.558)
H (-2.026, -3.851, -2.100)
H (-2.794, -6.108, -2.753)
H (-2.338, -8.047, -1.282)
H (-1.113, -7.711, 0.839)
H (-0.348, -5.450, 1.487)

Charges obtained by natural (NBO) population analysis, quoted in units of e: 0.929 -0.541 -0.539 0.336 -0.544 -0.528 0.297 -0.540 -0.551 0.256 -0.544 -0.537 0.270 0.228 0.256 0.228 0.201 0.275 0.225 0.240 0.213 0.221 0.196 0.234 0.225 0.242 0.223 0.223 0.205 0.049 0.177 -0.280 -0.150 -0.212 0.119 -0.476 0.738 -0.642 -0.805 0.235 0.224 0.255 -0.816 0.649 -0.586 -0.099 -0.192 0.054 -0.490 0.062 -0.199 0.408 0.393 0.215 0.213 0.226 0.249 -0.509 -0.116 -0.135 -0.153 -0.230 -0.231 -0.198 -0.200 0.206 0.208 0.209 0.209 0.221